(1)
Molecular formula: C24H41BrCl3LiN3Na2O9S
Method: DFT, ωB97M-V/def2-TZVPD

Its HOMO-LUMO gap is 0.0311 Ha. The net charge is +1. Its calculated total energy is -175914.843 eV. The calculation puts the LUMO energy at -4.8 eV. The molar mass is 786.86 Da.

The geometry in XYZ format:
```
85
Properties=species:S:1:pos:R:3:mulliken_charge:R:1
C 3.7411 4.0625 1.4282 -0.991
C 3.5011 3.3260 0.0244 0.125
Br 4.3415 4.4979 -1.4006 -0.247
C 1.9662 3.1052 -0.3348 -0.766
C 1.4684 1.6150 -0.1741 0.275
C 0.7318 1.2972 0.9879 -0.956
C 0.2752 -0.2163 1.1105 0.386
O 0.2171 -0.8252 2.2109 -0.723
C -0.0957 -0.9600 -0.2364 0.018
C -1.2456 -2.0696 -0.1822 -0.017
C -2.5745 -1.4096 0.3707 -0.107
O -3.7735 -1.8479 -0.3099 -0.553
C -2.7951 -1.5503 1.9334 -0.587
N -2.5571 -2.9272 2.4886 -0.351
C 0.6148 -0.6351 -1.4079 0.544
C 0.3224 -1.3013 -2.8059 -1.116
C 1.2392 -2.5619 -3.1521 -0.709
C 2.4574 -2.7910 -2.1602 -0.310
C 3.1577 -4.2339 -2.4015 -0.654
S 4.0621 -4.6860 -0.8380 1.089
O 3.1781 -4.6077 0.3788 -0.582
O 4.4551 -6.1308 -0.9892 -0.617
O 5.3594 -3.6791 -0.5771 -0.444
C 1.7490 0.4641 -1.2302 0.453
O 2.7942 0.4166 -1.8975 -0.651
H 4.2268 3.3723 2.1926 0.289
H 4.4418 4.9568 1.3304 0.369
H 2.7792 4.4557 1.8916 0.151
H 4.1132 2.3748 0.0433 0.544
H 1.7994 3.5367 -1.3592 0.468
H 1.3448 3.7414 0.3774 0.384
H 0.4636 2.0660 1.7780 0.360
H -1.4521 -2.5055 -1.2178 0.159
H -0.8436 -2.9212 0.4444 0.081
H -2.4968 -0.2871 0.1488 0.252
H -4.4399 -1.1778 -0.0233 0.450
H -2.2416 -0.7521 2.5376 -0.093
H -3.9143 -1.3168 2.1138 0.550
H -3.4608 -3.2532 2.8698 0.337
H -2.3339 -3.6131 1.7619 0.088
H 0.5363 -0.4987 -3.5922 0.423
H -0.7608 -1.5927 -2.9550 0.405
H 1.6898 -2.3664 -4.1845 0.279
H 0.6663 -3.5379 -3.2544 0.359
H 3.2791 -2.0307 -2.3738 0.359
H 2.1703 -2.7872 -1.0581 0.235
H 2.3669 -5.0078 -2.6660 0.366
H 3.9122 -4.0861 -3.2458 0.435
H 5.0421 -2.8392 -0.1781 0.365
O -4.9650 0.4158 2.1809 -0.994
H -4.9461 0.9573 2.9705 0.100
C -0.8121 6.5777 -0.7199 -1.401
C 0.5619 6.5515 -1.3205 1.128
O 1.0681 5.5254 -1.7563 -0.666
N 1.2597 7.7239 -1.3755 -0.275
C 0.8475 9.0435 -0.9221 -0.899
H -1.2364 5.5747 -0.7460 0.280
H -0.7583 6.9039 0.3211 0.322
H -1.4612 7.2425 -1.2936 0.454
H 2.1750 7.6246 -1.7871 0.089
H 0.8717 9.7256 -1.7738 0.303
H 1.5613 9.3882 -0.1723 0.316
H -0.1512 9.0356 -0.4941 0.356
Li 0.4295 -1.0652 4.0560 0.786
C -1.1489 -6.2962 0.1437 -0.356
Cl -2.6519 -5.7925 -0.6211 -0.041
Cl 0.2352 -5.4463 -0.5524 0.065
Cl -1.2348 -6.0215 1.9012 -0.240
H -1.0143 -7.3616 -0.0257 0.450
C -5.4393 -8.0192 -0.1226 -0.746
C -6.8320 -8.5759 0.2483 -0.344
O -6.7101 -9.2375 1.3985 -0.729
H -4.7043 -8.8192 -0.2575 0.291
H -5.4990 -7.4644 -1.0698 0.298
H -5.0621 -7.3282 0.6383 0.178
H -7.1660 -9.1419 -0.6455 0.197
H -7.5118 -7.6996 0.2211 0.194
C 2.0746 7.5223 3.1531 -0.715
C 0.7123 6.9607 2.9078 0.479
N -0.3526 6.5204 2.7198 -0.497
H 2.0772 8.5926 2.9437 0.314
H 2.3590 7.3624 4.1935 0.328
H 2.8006 7.0296 2.5050 0.146
Na 2.2678 7.1895 -3.3459 0.900
Na -1.1220 -5.4805 4.2817 0.803
```

---

(2)
Molecular formula: C3H13NO3
Method: DFT, ωB97M-V/def2-TZVPD

Its HOMO-LUMO gap (spin up / spin down) is 0.3937 / 0.1978 Ha. The value obtained for the energy relative to the best compared isomer or geometry (same formula, charge and spin) is 256.54 kJ/mol. The net charge is +1. As for the expectation value of S²: 0.7542. Its calculated total energy is -10944.144 eV. The calculation puts the LUMO energy (spin up / spin down) at -3.8 / -9.1 eV. The molar mass is 111.14 Da. Its multiplicity is 2.

The geometry in XYZ format:
```
20
Properties=species:S:1:pos:R:3:lowdin_spin:R:1
C 0.1020 0.2064 -0.9532 0.138
C 0.2657 -0.2007 0.4861 0.008
C -0.7894 -1.1205 1.0484 0.001
O 0.4651 0.9358 1.3403 0.004
N 1.1829 1.0076 -1.5127 0.697
H 0.1842 -0.6470 -1.6896 0.065
H -0.8135 0.6963 -1.2709 0.041
H 1.2664 -0.6527 0.5396 0.002
H -0.3234 -1.9922 1.5208 0.000
H -1.2308 -0.6141 1.9190 0.000
H -1.6366 -1.4673 0.4737 0.000
H 0.6038 1.7449 0.8776 0.001
H 1.7893 1.5111 -0.8536 0.021
H 0.8308 1.7068 -2.1749 0.017
H -1.6820 2.7588 1.1991 0.000
H -2.9937 2.0071 0.9721 0.000
O -2.0408 1.9804 0.7800 0.003
H 1.9262 -1.8936 -1.0034 0.000
H 1.0458 -3.1879 -1.0292 0.000
O 1.8479 -2.7791 -0.6689 0.001
```

---

(3)
Molecular formula: C30H28AgBr2ClGeN3O2Se
Method: DFT, ωB97M-V/def2-TZVPD

Its HOMO-LUMO gap is 0.2258 Ha. The value obtained for the energy relative to the best compared isomer or geometry (same formula, charge and spin) is 53.94 kJ/mol. The net charge is -1. Its calculated total energy is -318601.712 eV. The calculation puts the LUMO energy at 2.0 eV. The molar mass is 917.27 Da.

The geometry in XYZ format:
```
69
Properties=species:S:1:pos:R:3:mulliken_charge:R:1
Ag -0.0504 0.4177 -0.3982 0.677
Cl 5.9299 -1.8169 2.9872 -0.308
C 4.3279 -1.1932 2.6349 0.310
C 3.9691 0.0905 3.0957 -0.566
C 2.7366 0.5961 2.8208 -0.347
C 1.7441 -0.1340 2.0669 0.293
O 0.6072 0.3662 1.8552 -0.894
C 2.1649 -1.4233 1.5720 0.850
C 1.4194 -2.1987 0.6309 -0.231
N 0.2618 -1.9136 0.1272 -0.124
C -0.2959 -2.7734 -0.8118 -0.207
C -0.1337 -4.1409 -0.8002 -0.378
C -0.7020 -4.9658 -1.7921 -0.768
C -1.4484 -4.4358 -2.8021 -0.869
C -1.6854 -3.0387 -2.8307 1.188
C -2.4751 -2.4336 -3.8385 -0.730
C -2.7067 -1.0932 -3.8090 -0.754
C -2.1568 -0.3432 -2.7464 -0.493
N -1.4163 -0.8668 -1.8077 0.237
C -1.1407 -2.2037 -1.8339 0.271
C 3.4538 -1.9170 1.8866 -1.197
H 4.6941 0.6762 3.6482 0.396
H 2.4595 1.5926 3.1411 0.401
H 1.9566 -3.0851 0.2630 0.411
H 0.4334 -4.5956 0.0013 0.546
H -0.5362 -6.0351 -1.7433 0.367
H -1.8777 -5.0615 -3.5743 0.360
H -2.8878 -3.0553 -4.6249 0.388
H -3.3074 -0.6009 -4.5616 0.411
H -2.3477 0.7216 -2.6605 0.490
H 3.7548 -2.8826 1.4947 0.381
Br 1.4701 5.3038 0.5787 -0.235
C 2.5784 3.8116 0.2008 0.023
C 3.9136 3.8575 0.6028 -0.332
C 4.7535 2.8001 0.3851 0.017
Br 6.5585 2.9184 0.9864 -0.277
C 4.2845 1.6354 -0.2663 1.100
C 5.0751 0.4958 -0.5353 -0.719
C 4.5270 -0.5767 -1.1775 -0.899
C 3.1681 -0.5250 -1.5328 -0.338
N 2.4039 0.5066 -1.2854 -0.535
C 2.9281 1.5904 -0.6687 -0.113
C 1.9866 2.6965 -0.4194 0.568
O 0.7715 2.6159 -0.7398 -0.942
H 4.2811 4.7445 1.1020 0.404
H 6.1082 0.4820 -0.2142 0.314
H 5.1106 -1.4644 -1.3829 0.391
H 2.6962 -1.3750 -2.0187 0.471
C -5.3986 0.2966 -1.0110 -1.020
Ge -5.3086 1.3855 0.6072 0.480
C -4.7585 0.2247 2.0740 -1.209
C -7.1154 2.0520 0.9894 -1.187
C -4.1561 2.9387 0.3436 -0.898
Se -2.2249 2.6388 0.2278 0.020
C -1.8615 2.4709 2.1282 -0.490
H -6.2658 -0.3634 -0.9566 0.404
H -4.5059 -0.3169 -1.1106 0.153
H -5.4942 0.9170 -1.9032 0.356
H -5.4533 -0.6142 2.1393 0.395
H -4.7676 0.7535 3.0271 0.358
H -3.7582 -0.1720 1.9013 0.315
H -7.8148 1.2229 1.1030 0.354
H -7.4708 2.6903 0.1797 0.360
H -7.1230 2.6352 1.9109 0.351
H -4.3372 3.6762 1.1290 0.378
H -4.4433 3.4129 -0.5976 0.382
H -2.5195 1.7375 2.5849 0.196
H -1.9768 3.4414 2.6080 0.379
H -0.8316 2.1248 2.2085 -0.085
```

---

(4)
Molecular formula: C4H8O2
Method: DFT, ωB97M-V/def2-TZVPD

Its HOMO-LUMO gap is 0.3478 Ha. The value obtained for the energy relative to the best compared isomer or geometry (same formula, charge and spin) is 245.12 kJ/mol. The net charge is 0. Its calculated total energy is -8370.741 eV. Its SMILES is CCO/C=C/O. The calculation puts the LUMO energy at 1.0 eV. The molar mass is 88.11 Da.

The geometry in XYZ format:
```
14
Properties=species:S:1:pos:R:3:mulliken_charge:R:1
C -2.2369 -0.4154 -0.5921 -1.205
C -0.7316 -0.3698 -0.4769 -0.172
O -0.4222 0.5557 0.5679 -0.308
C 0.9104 0.8266 0.6497 -0.685
C 1.8876 -0.0245 0.9810 0.202
O 3.1350 0.3003 0.5296 -0.487
H -2.6233 0.5521 -0.9247 0.293
H -2.6711 -0.6436 0.3850 0.295
H -2.5448 -1.1833 -1.3071 0.369
H -0.3199 -1.3590 -0.2309 0.313
H -0.2684 -0.0545 -1.4274 0.321
H 1.1928 1.8693 0.4840 0.335
H 1.8211 -0.9404 1.5634 0.385
H 2.8714 0.8864 -0.2013 0.344
```